# C42H49CoN3S3Sb2

A molecular structure, C42H49CoN3S3Sb2 in a non-equilibrium geometry (wB97M-V/def2-TZVPD, the OMol25 dataset).

XYZ file:
```
100
Properties=species:S:1:pos:R:3:forces:R:3:mulliken_charge:R:1
Co 0.529 0.110 -0.592 0.1 0.2 0.4 -0.88
C 2.037 -2.122 3.467 0.1 0.1 -0.5 -1.25
Sb 1.480 -1.829 1.400 -0.2 -0.4 0.6 0.79
C 0.125 -3.509 1.371 0.4 0.3 -0.1 -1.30
C 3.358 -2.730 0.522 0.1 -0.7 -0.5 -1.05
C 2.976 -3.977 -0.106 0.2 0.8 0.8 0.51
C 2.885 -5.128 0.688 -0.1 -1.1 0.1 -0.52
C 2.496 -6.334 0.152 0.4 0.6 1.0 -0.64
C 2.145 -6.406 -1.199 -0.1 0.2 -0.6 -0.66
C 2.225 -5.283 -2.001 0.0 0.0 0.0 -0.79
C 2.666 -4.060 -1.492 -0.3 -0.3 -1.0 0.85
C 2.849 -2.923 -2.402 -0.3 0.3 -0.1 -1.65
Sb 1.100 -1.548 -2.533 0.1 -0.8 -1.0 1.02
C 1.503 -0.871 -4.538 0.0 -0.1 0.4 -1.35
C -0.433 -2.972 -3.022 0.4 0.1 0.1 -1.29
H 2.982 -1.631 3.671 0.1 0.1 0.0 0.38
H 2.139 -3.192 3.629 0.0 -0.1 0.0 0.40
H 1.277 -1.731 4.135 -0.1 0.1 0.0 0.43
H 0.607 -4.337 1.878 0.0 -0.1 0.1 0.54
H -0.123 -3.794 0.354 -0.1 0.0 -0.1 0.29
H -0.783 -3.237 1.903 0.0 0.1 0.0 0.42
H 3.966 -2.879 1.406 0.1 0.0 0.3 0.87
H 3.790 -1.994 -0.142 -0.1 0.1 0.1 0.17
H 3.161 -5.056 1.730 0.0 -0.1 0.1 0.49
H 2.477 -7.222 0.763 0.0 -0.1 0.1 0.48
H 1.833 -7.349 -1.617 0.0 -0.1 -0.1 0.48
H 1.999 -5.370 -3.053 0.0 0.0 -0.1 0.47
H 2.932 -3.255 -3.435 0.1 0.0 0.0 0.80
H 3.702 -2.294 -2.156 0.0 0.0 0.0 0.71
H 1.439 -1.735 -5.193 0.0 -0.1 0.0 0.49
H 2.497 -0.438 -4.607 0.0 0.0 0.1 0.39
H 0.760 -0.139 -4.840 -0.1 0.1 0.1 0.45
H -0.061 -3.604 -3.824 0.0 -0.1 -0.1 0.48
H -1.313 -2.435 -3.368 0.0 0.1 0.0 0.44
H -0.696 -3.581 -2.161 0.0 0.0 0.0 0.33
S -1.398 -0.946 -0.220 -1.5 -0.6 0.2 0.33
C -2.644 0.232 -0.092 -1.5 -3.3 -0.2 -0.44
N -3.934 -0.120 -0.122 2.3 1.1 0.0 0.21
C -4.922 0.932 0.033 -0.5 0.9 0.2 -0.77
C -4.412 1.930 1.068 -0.9 -0.5 0.0 -0.69
N -3.151 2.467 0.594 1.2 -1.8 -0.6 0.24
C -2.806 3.851 0.834 0.4 1.1 0.0 -0.74
C -3.889 4.808 0.417 -0.3 0.1 -0.1 0.20
C -4.476 5.663 1.347 0.1 -0.3 -0.2 -0.32
C -5.449 6.560 0.945 -0.2 0.1 -0.3 -0.67
C -5.845 6.613 -0.387 0.2 -0.1 0.2 -0.44
C -5.246 5.776 -1.322 -0.1 0.1 0.1 -0.70
C -4.276 4.876 -0.924 0.1 -0.1 0.4 -0.11
C -2.267 1.592 0.095 0.5 3.7 0.2 0.83
S -0.690 2.082 -0.355 -0.6 0.4 0.1 -0.63
C -4.380 -1.494 -0.184 -0.2 -0.9 -0.1 -1.16
C -4.991 -1.883 1.140 -0.1 0.0 0.1 0.67
C -4.218 -1.811 2.299 -0.2 0.0 -0.2 0.01
C -4.772 -2.136 3.522 -0.1 0.1 0.0 -0.91
C -6.103 -2.522 3.600 -0.1 0.0 -0.1 -0.49
C -6.870 -2.611 2.446 0.1 0.0 0.3 -0.62
C -6.319 -2.284 1.219 0.3 0.0 -0.1 -0.40
H -5.871 0.491 0.341 0.1 0.0 0.1 0.46
H -5.071 1.443 -0.927 0.0 -0.1 0.1 0.36
H -4.266 1.428 2.033 0.0 0.1 -0.1 0.34
H -5.126 2.740 1.203 0.1 0.0 -0.1 0.49
H -1.899 4.060 0.257 -0.2 -0.1 0.2 0.33
H -2.569 3.993 1.894 0.0 -0.2 0.0 0.39
H -4.170 5.628 2.382 0.0 0.0 0.1 0.36
H -5.903 7.218 1.669 -0.1 0.1 0.1 0.42
H -6.606 7.313 -0.692 -0.1 0.1 -0.1 0.41
H -5.532 5.844 -2.360 0.0 0.0 -0.1 0.42
H -3.799 4.232 -1.649 0.1 -0.1 -0.2 0.44
H -3.520 -2.128 -0.428 -0.3 0.2 0.0 0.32
H -5.119 -1.588 -0.985 0.1 0.1 0.0 0.46
H -3.184 -1.500 2.231 0.1 0.0 0.0 0.48
H -4.173 -2.083 4.416 0.1 0.0 0.1 0.44
H -6.544 -2.747 4.560 0.0 -0.1 0.0 0.42
H -7.897 -2.929 2.505 -0.2 0.0 0.0 0.43
H -6.920 -2.351 0.325 -0.1 0.0 -0.1 0.43
N 2.139 1.122 -0.567 0.9 0.3 0.1 0.43
S 3.665 0.724 -0.137 -0.3 1.6 -0.3 0.52
C 4.165 1.944 1.092 0.0 -0.6 -0.2 0.39
C 4.334 1.473 2.384 0.0 -0.1 -0.1 -0.40
C 4.758 2.347 3.369 0.0 0.1 0.1 -0.60
C 5.003 3.674 3.048 0.0 -0.1 0.0 -0.54
C 4.801 4.139 1.757 -0.1 -0.1 -0.2 -0.77
C 4.386 3.272 0.760 -0.1 0.0 -0.1 -0.32
C 4.680 1.258 -1.536 -0.1 -0.4 0.3 0.17
C 4.115 1.376 -2.793 -0.3 0.0 0.0 -0.36
C 4.929 1.704 -3.866 0.1 0.0 0.0 -0.71
C 6.289 1.891 -3.671 -0.1 0.0 0.0 -0.55
C 6.842 1.752 -2.408 0.0 0.0 0.1 -0.76
C 6.038 1.437 -1.326 0.1 -0.1 -0.1 -0.38
H 2.067 2.116 -0.775 0.2 0.0 0.1 0.29
H 4.150 0.428 2.597 0.1 -0.1 0.1 0.26
H 4.901 1.994 4.378 0.1 0.0 0.1 0.44
H 5.364 4.354 3.802 0.0 0.1 0.2 0.44
H 4.969 5.176 1.513 0.1 0.1 0.0 0.45
H 4.260 3.624 -0.254 0.0 0.0 -0.1 0.47
H 3.049 1.239 -2.927 0.0 0.0 0.0 0.58
H 4.510 1.806 -4.854 -0.1 0.1 -0.1 0.46
H 6.923 2.141 -4.506 0.1 0.0 -0.1 0.44
H 7.902 1.882 -2.259 0.1 0.1 0.0 0.45
H 6.463 1.342 -0.340 0.1 0.0 0.1 0.51
```
Forces are in eV/Å.

- total charge = +3
- total energy (eV) = -132002.137
- energy above the lowest of the compared OMol25 structures with the same formula, charge and spin (kcal/mol) = 11.6
- 2S+1 = 5
- max |F| (eV/Å) = 3.70
- lowest unoccupied orbital energy (alpha / beta) (eV) = -8.856 / -10.867